[1]
A molecular structure, H16O8Xe. Source: the OMol25 dataset; level of theory: ωB97M-V/def2-TZVPD.

XYZ file:
```
25
Properties=species:S:1:pos:R:3
Xe -0.31 -1.11 0.00
O -2.72 0.24 -2.14
H -3.38 -0.35 -1.77
H -3.17 1.09 -2.18
O -0.46 -0.48 -3.27
H 0.15 0.27 -3.30
H -1.21 -0.15 -2.78
O 1.29 -2.52 -3.66
H 0.51 -2.03 -3.40
H 1.81 -1.89 -4.16
O 0.90 1.96 2.29
H 0.52 1.08 2.22
H 1.38 2.08 1.47
O 2.35 1.59 0.10
H 2.56 0.98 -0.60
H 2.38 2.45 -0.32
O -3.19 1.48 0.71
H -2.90 1.53 1.62
H -2.40 1.61 0.20
O 2.89 -1.48 2.35
H 2.72 -1.99 3.15
H 2.25 -1.81 1.72
O -0.67 -0.61 3.60
H -1.05 -1.49 3.72
H -0.22 -0.43 4.42
```

Molar mass (u): 275.41
Relative energy (zero: lowest compared OMol25 entry of this formula, charge and spin) (kcal per mole): 19.2
HOMO-LUMO gap (Ha): 0.3883
Maximum force (eV Å⁻¹): 0.99

Per-atom Mulliken charges, elementary charge units:
1 Xe -0.007
2 O -0.611
3 H 0.283
4 H 0.285
5 O -0.659
6 H 0.305
7 H 0.336
8 O -0.634
9 H 0.426
10 H 0.260
11 O -0.630
12 H 0.243
13 H 0.417
14 O -0.635
15 H 0.294
16 H 0.302
17 O -0.610
18 H 0.316
19 H 0.306
20 O -0.588
21 H 0.291
22 H 0.281
23 O -0.545
24 H 0.290
25 H 0.285

=====

[2]
6 unconnected molecules or ions with the total composition C21H47FN6O10P. Source: the OMol25 dataset; level of theory: ωB97M-V/def2-TZVPD.

XYZ file:
```
86
Properties=species:S:1:pos:R:3
C 0.14 0.19 -4.64
C 0.34 -1.47 -4.68
C -0.08 -2.12 -3.20
C 1.06 -3.15 -2.60
C 2.13 -2.42 -1.56
C 1.60 -2.41 0.01
C 1.97 -1.01 0.81
C 2.50 -1.39 2.35
N 1.99 -0.44 3.41
C 2.89 0.77 3.59
F 3.88 0.96 2.47
C 1.96 2.15 3.59
P 0.47 2.10 4.78
O 0.53 3.36 5.77
O 0.34 0.66 5.75
O -1.01 2.23 3.85
C 3.74 0.79 4.99
O 4.93 1.46 5.06
O 3.31 0.16 6.27
H 0.08 0.61 -3.54
H 1.09 0.70 -5.16
H -0.84 0.51 -5.21
H -0.41 -1.84 -5.53
H 1.41 -1.77 -5.03
H -0.37 -1.25 -2.43
H -1.05 -2.78 -3.41
H 1.60 -3.65 -3.53
H 0.49 -4.02 -2.03
H 2.47 -1.36 -1.94
H 3.10 -3.12 -1.56
H 0.42 -2.56 0.07
H 2.18 -3.27 0.59
H 1.01 -0.31 0.87
H 2.89 -0.43 0.31
H 2.00 -2.45 2.60
H 3.66 -1.58 2.37
H 2.01 -0.98 4.32
H 2.60 3.10 3.86
H 1.54 2.32 2.50
H -0.55 0.21 5.57
H -0.68 2.54 2.93
O -2.84 0.26 -3.99
C -3.92 0.84 -4.05
N -4.09 1.91 -4.87
C -5.11 0.44 -3.23
H -4.96 2.42 -4.96
H -3.30 2.20 -5.43
H -4.86 0.51 -2.17
H -5.38 -0.59 -3.48
H -5.97 1.08 -3.43
O 4.12 2.18 -1.78
C 4.14 3.07 -0.93
N 3.78 2.80 0.36
C 4.54 4.48 -1.22
H 3.77 3.50 1.09
H 3.50 1.85 0.58
H 3.87 4.89 -1.99
H 5.57 4.49 -1.59
H 4.48 5.11 -0.33
O -2.76 3.10 -7.02
C -3.36 3.85 -7.78
N -4.71 3.97 -7.72
C -2.67 4.70 -8.81
H -5.25 4.57 -8.32
H -5.20 3.41 -7.03
H -2.14 4.04 -9.51
H -1.97 5.37 -8.32
H -3.39 5.30 -9.38
O 0.93 -4.59 1.76
C 0.42 -5.68 1.96
N 0.42 -6.24 3.20
C -0.26 -6.48 0.88
H 0.01 -7.14 3.42
H 0.87 -5.72 3.94
H 0.46 -6.70 0.10
H -1.09 -5.90 0.47
H -0.66 -7.43 1.27
O -2.78 -1.74 7.27
C -2.77 -0.85 8.13
N -3.13 -1.12 9.41
C -2.37 0.56 7.83
H -3.13 -0.42 10.15
H -3.40 -2.07 9.63
H -3.04 0.97 7.07
H -1.34 0.57 7.46
H -2.42 1.19 8.72
```

Charge: -1
Molar mass (u): 593.61
HOMO-LUMO gap (Ha): 0.2150
Maximum force (eV Å⁻¹): 8.04

Per-atom Mulliken charges, elementary charge units:
1 C -0.643
2 C -0.394
3 C -0.492
4 C -0.561
5 C -0.600
6 C -0.118
7 C -0.181
8 C -0.422
9 N -0.266
10 C 0.870
11 F -0.359
12 C -1.021
13 P 1.183
14 O -0.720
15 O -0.592
16 O -0.555
17 C 0.143
18 O -0.686
19 O -0.690
20 H 0.211
21 H 0.267
22 H 0.045
23 H 0.253
24 H 0.337
25 H 0.205
26 H 0.277
27 H 0.375
28 H 0.107
29 H 0.215
30 H 0.303
31 H 0.186
32 H 0.184
33 H 0.060
34 H 0.045
35 H 0.206
36 H 0.221
37 H 0.354
38 H 0.261
39 H 0.378
40 H 0.324
41 H 0.331
42 O -0.543
43 C 0.626
44 N -0.213
45 C -0.993
46 H 0.181
47 H 0.226
48 H 0.261
49 H 0.252
50 H 0.311
51 O -0.639
52 C 0.636
53 N -0.140
54 C -0.924
55 H 0.216
56 H 0.042
57 H 0.248
58 H 0.255
59 H 0.282
60 O -0.702
61 C 0.702
62 N -0.330
63 C -0.985
64 H 0.188
65 H 0.161
66 H 0.260
67 H 0.257
68 H 0.324
69 O -0.516
70 C 0.534
71 N -0.411
72 C -0.880
73 H 0.180
74 H 0.236
75 H 0.218
76 H 0.219
77 H 0.359
78 O -0.641
79 C 0.623
80 N -0.376
81 C -0.551
82 H 0.198
83 H 0.226
84 H 0.253
85 H 0.041
86 H 0.287

=====

[3]
A single C11H17NSi molecule. Source: the OMol25 dataset; level of theory: ωB97M-V/def2-TZVPD.

XYZ file:
```
30
Properties=species:S:1:pos:R:3
C 2.27 -2.15 -0.65
C 1.29 -2.55 0.22
C 2.15 -0.95 -1.39
C 0.05 -0.52 -0.20
C 0.16 -1.72 0.55
C 1.06 -0.13 -1.16
C -1.15 0.31 -0.22
C -1.29 1.13 1.08
C -1.53 0.25 2.30
C -1.90 -1.18 1.93
C 0.95 2.93 -1.44
N -0.65 -1.93 1.65
Si 0.84 1.27 -2.43
H 3.16 -2.72 -0.68
H 1.26 -3.56 0.64
H 2.95 -0.62 -2.05
H -1.18 0.99 -1.06
H -2.08 -0.23 -0.27
H -0.29 1.77 1.01
H -2.04 1.91 0.90
H -0.60 0.33 2.86
H -2.26 0.84 2.87
H -2.31 -1.65 2.85
H -2.54 -1.31 1.00
H 0.99 3.85 -2.03
H 0.19 3.13 -0.76
H 1.89 2.80 -0.86
H -0.91 -2.93 1.75
H -0.49 1.38 -3.20
H 2.01 1.26 -3.22
```

Molar mass (u): 191.35
Relative energy (zero: lowest compared OMol25 entry of this formula, charge and spin) (kcal per mole): 3.4
HOMO-LUMO gap (Ha): 0.3124
Maximum force (eV Å⁻¹): 3.92
SMILES string: C[SiH2]c1cccc2c1CCCCN2

Per-atom Mulliken charges, elementary charge units:
1 C -0.839
2 C -0.446
3 C -0.515
4 C 0.930
5 C -0.048
6 C 0.297
7 C -1.094
8 C -0.488
9 C -0.651
10 C -0.745
11 C -1.119
12 N -0.338
13 Si 0.646
14 H 0.413
15 H 0.289
16 H 0.306
17 H 0.282
18 H 0.378
19 H 0.071
20 H 0.345
21 H 0.407
22 H 0.368
23 H 0.306
24 H 0.391
25 H 0.389
26 H 0.341
27 H 0.269
28 H 0.270
29 H -0.144
30 H -0.272

=====

[4]
A molecular structure, C40H31Br3IN2OPSSn. Source: the OMol25 dataset; level of theory: ωB97M-V/def2-TZVPD.

XYZ file:
```
81
Properties=species:S:1:pos:R:3
Sn 0.11 -1.22 -0.54
C 3.12 -1.28 -2.40
C 3.31 -1.32 -0.91
C 4.61 -1.43 -0.39
C 4.82 -1.49 0.95
C 3.72 -1.46 1.84
C 3.81 -1.54 3.25
Br 5.49 -1.72 4.09
C 2.69 -1.51 4.02
C 1.42 -1.39 3.42
Br -0.12 -1.36 4.50
C 1.28 -1.31 2.06
O 0.09 -1.20 1.46
C 2.45 -1.34 1.26
N 2.27 -1.25 -0.10
H 3.89 -1.86 -2.89
H 3.23 -0.25 -2.76
H 2.16 -1.69 -2.70
H 5.44 -1.48 -1.08
H 5.82 -1.58 1.35
H 2.75 -1.57 5.10
N 0.31 0.37 -2.22
C -0.92 0.44 -2.97
C -0.89 0.55 -4.35
C -2.09 0.61 -5.05
C -3.31 0.55 -4.38
C -3.33 0.42 -3.00
C -2.14 0.36 -2.29
P -2.09 0.08 -0.51
C -1.95 1.63 0.36
C -2.23 2.83 -0.28
C -2.18 4.02 0.44
C -1.86 4.00 1.79
C -1.58 2.79 2.43
C -1.62 1.60 1.72
C -3.54 -0.82 0.00
C -3.73 -2.13 -0.45
C -4.87 -2.82 -0.08
C -5.82 -2.21 0.73
C -5.63 -0.91 1.19
C -4.49 -0.21 0.82
H 1.10 0.20 -2.84
H 0.51 1.27 -1.76
H 0.05 0.60 -4.88
H -2.07 0.70 -6.13
H -4.23 0.59 -4.94
H -4.27 0.34 -2.48
H -2.48 2.85 -1.33
H -2.41 4.95 -0.05
H -1.84 4.92 2.35
H -1.33 2.78 3.48
H -1.40 0.67 2.22
H -2.99 -2.61 -1.08
H -5.02 -3.83 -0.43
H -6.71 -2.75 1.02
H -6.37 -0.44 1.82
H -4.34 0.81 1.18
Br 0.75 3.81 -2.28
C 0.96 4.68 -0.61
C 0.60 6.02 -0.55
C 0.73 6.72 0.64
C 1.21 6.08 1.77
C 1.58 4.74 1.71
C 1.45 4.04 0.52
I 2.02 2.03 0.54
H 0.23 6.52 -1.44
H 0.45 7.76 0.68
H 1.32 6.62 2.71
H 1.96 4.24 2.59
S -0.12 -3.30 -1.65
C 1.00 -4.11 -0.50
C 0.60 -4.36 0.81
C 1.50 -4.94 1.70
C 2.77 -5.29 1.28
C 3.15 -5.07 -0.04
C 2.27 -4.48 -0.93
H -0.40 -4.10 1.14
H 1.19 -5.13 2.72
H 3.47 -5.75 1.97
H 4.14 -5.37 -0.38
H 2.55 -4.32 -1.97
```

Charge: +2
Molar mass (u): 1104.07
Relative energy (zero: lowest compared OMol25 entry of this formula, charge and spin) (kcal per mole): 0.0
HOMO-LUMO gap (Ha): 0.2725
Maximum force (eV Å⁻¹): 0.13

Per-atom Mulliken charges, elementary charge units:
1 Sn 1.481
2 C -2.322
3 C 1.119
4 C -1.186
5 C -1.043
6 C 0.800
7 C -0.241
8 Br -0.152
9 C -0.264
10 C 0.125
11 Br -0.117
12 C 0.351
13 O -0.791
14 C -0.532
15 N 1.197
16 H 0.579
17 H 0.357
18 H 0.427
19 H 0.641
20 H 0.441
21 H 0.513
22 N 0.829
23 C 0.633
24 C -0.799
25 C -0.821
26 C -0.771
27 C -0.899
28 C -0.240
29 P 1.320
30 C 0.947
31 C -0.660
32 C -0.716
33 C -0.642
34 C -0.748
35 C -0.372
36 C 0.517
37 C -0.516
38 C -0.791
39 C -0.586
40 C -0.724
41 C -0.469
42 H 0.210
43 H -0.670
44 H 0.484
45 H 0.470
46 H 0.488
47 H 0.578
48 H 0.498
49 H 0.470
50 H 0.463
51 H 0.481
52 H 0.381
53 H 0.292
54 H 0.461
55 H 0.431
56 H 0.455
57 H 0.459
58 Br -0.049
59 C 0.232
60 C -0.616
61 C -0.557
62 C -0.772
63 C -0.527
64 C 0.501
65 I 0.270
66 H 0.461
67 H 0.423
68 H 0.431
69 H 0.448
70 S -0.326
71 C 0.274
72 C -0.191
73 C -0.547
74 C -0.625
75 C -0.608
76 C -0.436
77 H 0.431
78 H 0.487
79 H 0.463
80 H 0.475
81 H 0.533